# 1
Formula: C19H23AlIN8S
Source: the Open Molecules 2025 dataset
Level of theory: ωB97M-V/def2-TZVPD

The net charge is +3. The calculation puts the largest force on an atom at 1.1 eV/Å. As for the highest occupied orbital energy: -16.851 eV. For the HOMO-LUMO gap, the calculation gives 7.8 eV.

```
53
Properties=species:S:1:pos:R:3:mulliken_charge:R:1
Al 0.13314 -1.11223 0.07562 0.246
C 5.00219 -1.90843 -0.04309 -0.798
N 4.13061 -1.50857 1.05935 0.110
C 4.55489 -0.91616 2.23251 -0.532
C 3.47247 -0.71468 3.00585 -0.396
N 2.37308 -1.19775 2.29981 0.264
C 2.80990 -1.67920 1.10215 0.148
S 1.91073 -2.44919 -0.16588 -0.352
C 1.09138 -1.40524 2.85979 0.887
C 0.98151 -1.71436 4.20323 -0.852
C -0.26999 -1.96906 4.73920 -0.593
C -1.38125 -1.90614 3.90852 -0.934
C -1.19553 -1.58123 2.58697 -0.014
N 0.02041 -1.32154 2.04757 0.120
H 6.03487 -1.74552 0.24925 0.331
H 4.78741 -1.31879 -0.93295 0.341
H 4.86431 -2.96315 -0.27207 0.378
H 5.58872 -0.67229 2.41080 0.467
H 3.38710 -0.23833 3.96701 0.559
H 1.86555 -1.78581 4.82071 0.551
H -0.37228 -2.23033 5.78425 0.474
H -2.37372 -2.10856 4.28523 0.470
H -2.04083 -1.50948 1.91897 0.451
C -2.02774 4.23459 -1.34053 -1.216
C -0.99355 4.20439 -2.46289 0.747
C -1.44239 3.35966 -3.65162 -1.404
C 0.41674 3.79400 -1.95014 -1.033
N 0.45447 2.41392 -1.46690 0.675
C 0.59957 1.28676 -2.20098 -0.105
N 0.47617 0.27155 -1.38405 -0.043
N 0.25031 0.82330 -0.16660 0.615
N 0.22723 2.10078 -0.20683 -0.905
H -3.01259 4.44879 -1.75412 0.415
H -1.79876 5.01247 -0.61209 0.385
H -2.09689 3.28212 -0.80942 0.138
H -0.84722 5.22626 -2.81875 0.304
H -1.67583 2.32682 -3.37041 0.261
H -0.69527 3.35758 -4.44847 0.368
H -2.35351 3.78340 -4.07123 0.422
H 0.71847 4.44109 -1.12970 0.356
H 1.14323 3.87329 -2.75675 0.464
H 0.81018 1.25292 -3.25803 0.472
I -3.21841 -5.20415 -2.29980 0.278
C -3.01597 -3.26935 -1.54445 -0.649
C -4.10312 -2.40053 -1.45135 -0.087
C -3.91777 -1.12694 -0.92563 -1.108
C -2.66730 -0.75239 -0.48866 -0.093
N -1.60913 -1.58836 -0.57863 0.306
C -1.78139 -2.81878 -1.10965 -0.063
H -5.08110 -2.72044 -1.78765 0.462
H -4.74413 -0.43308 -0.85690 0.496
H -2.48822 0.22263 -0.05080 0.745
H -0.90074 -3.44626 -1.18974 0.472
```

***

# 2
Formula: C46H46Cl8CuF6N7O16S2
Source: the Open Molecules 2025 dataset
Level of theory: ωB97M-V/def2-TZVPD

The net charge is +1. The calculation puts the largest force on an atom at 5.5 eV/Å. As for the highest occupied orbital energy (alpha / beta): -11.814 / -11.814 eV. The multiplicity is 2. For the HOMO-LUMO gap (alpha / beta), the calculation gives 7.9 / 4.5 eV.

```
132
Properties=species:S:1:pos:R:3:mulliken_spin:R:1
Cu 10.96764 12.37819 -5.77360 0.701
C 11.93165 8.78682 -3.50372 0.005
F 11.26984 7.95467 -4.27273 0.000
F 12.03626 8.15544 -2.36593 -0.001
F 13.14681 8.98353 -4.05758 0.001
S 10.94554 10.43920 -3.33332 0.027
O 10.09569 10.28439 -2.20077 0.000
O 11.97723 11.49015 -3.22647 -0.004
N 10.14697 10.62917 -4.86730 0.149
S 8.75945 9.81513 -4.68801 0.002
O 8.76917 8.68472 -3.75035 0.034
O 7.55928 10.63151 -4.58087 0.004
C 8.64757 9.03214 -6.48145 -0.001
F 8.98544 10.00562 -7.37108 0.003
F 9.51511 8.03387 -6.46299 0.001
F 7.43557 8.52889 -6.75964 0.000
Cl 12.81925 5.58148 -6.49382 0.000
C 11.56365 4.83167 -5.38523 0.000
C 11.48303 3.29619 -5.62155 0.000
Cl 10.83109 2.95023 -7.27201 0.000
H 10.60789 5.29017 -5.63900 0.000
H 11.93471 5.09941 -4.39593 0.000
H 10.88270 2.82552 -4.84298 0.000
H 12.45414 2.80285 -5.58089 0.000
Cl 5.05681 11.55937 -2.09975 0.000
C 6.49027 11.03639 -1.14787 0.000
C 6.38177 9.44184 -1.07900 0.000
Cl 5.80887 8.69711 -2.59773 0.000
H 6.52036 11.54268 -0.18306 0.000
H 7.33421 11.29341 -1.78804 0.000
H 5.61812 9.27609 -0.31909 0.000
H 7.32167 8.96989 -0.79275 0.000
Cl 3.44016 10.61710 -6.86970 0.000
C 4.44383 9.34907 -6.20223 0.000
C 3.68412 8.54474 -5.19000 0.000
Cl 2.23804 7.70996 -5.81230 0.000
H 5.33204 9.81693 -5.77763 0.000
H 4.77319 8.76607 -7.06230 0.000
H 3.34679 9.10388 -4.31726 0.000
H 4.35041 7.74491 -4.86685 0.000
Cl 14.61342 9.15704 -0.89976 0.000
C 13.65701 10.59629 -0.47092 0.000
C 14.14500 11.09473 0.86200 0.000
Cl 15.95876 11.51942 0.85559 0.000
H 12.62003 10.26169 -0.44219 0.000
H 13.63068 11.32459 -1.28147 0.000
H 13.95568 10.38156 1.66428 0.000
H 13.62721 12.01353 1.13730 0.000
C 9.59703 10.85927 -12.54062 0.000
C 10.75172 11.66633 -12.68197 0.000
C 11.22261 12.33388 -11.54469 0.000
C 10.58674 12.32778 -10.33454 0.000
C 9.40203 11.57767 -10.25630 0.001
C 8.85361 10.83028 -11.32690 0.000
N 11.22620 13.01468 -9.18319 -0.003
O 10.83600 12.76770 -8.04339 0.005
O 12.18015 13.75582 -9.39628 -0.001
H 9.30142 10.35770 -13.45026 0.000
H 11.34844 11.76445 -13.57679 0.000
H 12.20709 12.77638 -11.58213 0.000
H 8.85505 11.53475 -9.32605 -0.001
H 8.04618 10.12192 -11.21426 0.000
C 8.03274 11.39066 3.11568 0.000
C 7.66798 12.66242 2.63539 0.000
C 8.38184 13.27794 1.60741 0.000
C 9.40316 12.52783 0.90868 0.000
C 9.59879 11.19612 1.32574 0.000
C 8.96830 10.62515 2.41424 0.000
N 10.29059 13.22113 -0.09299 0.000
O 11.14992 12.52556 -0.65703 0.000
O 10.15859 14.40606 -0.31516 0.000
H 7.44646 10.93374 3.89920 0.000
H 6.90963 13.16675 3.21587 0.000
H 8.14190 14.27610 1.27200 0.000
H 10.35871 10.62248 0.81598 0.000
H 9.26208 9.65472 2.78618 0.000
C 3.76320 14.17203 -6.43252 0.000
C 4.24589 14.63031 -7.65696 0.000
C 5.58190 14.43599 -7.94681 0.000
C 6.41675 13.68229 -7.10710 0.000
C 5.86614 13.17422 -5.87349 -0.002
C 4.57931 13.48590 -5.53611 0.000
N 7.86491 13.53811 -7.36823 0.001
O 8.52213 12.78424 -6.65503 0.019
O 8.39747 14.18342 -8.24242 0.000
H 2.69765 14.23292 -6.26731 0.000
H 3.58154 15.06086 -8.39158 0.000
H 5.85634 14.90544 -8.87992 0.000
H 6.46404 12.76300 -5.07360 0.001
H 4.27599 13.47649 -4.49963 0.000
C 16.50497 7.51678 -7.27408 0.000
C 15.60950 7.32419 -8.28143 0.000
C 14.45245 8.04432 -8.24109 0.001
C 14.19108 9.05990 -7.28690 0.001
C 15.09914 9.26323 -6.25894 0.001
C 16.27746 8.39759 -6.21675 0.000
N 12.97985 9.94096 -7.41447 -0.002
O 12.61539 10.73761 -6.52544 0.022
O 12.36733 9.87512 -8.44311 -0.001
H 17.41052 6.92949 -7.23579 0.000
H 15.78134 6.52068 -8.98232 0.000
H 13.69367 7.76607 -8.95749 0.000
H 15.13391 10.09444 -5.57026 0.000
H 16.98824 8.41409 -5.40378 0.000
C 9.46373 3.91291 -2.61803 0.000
C 8.46776 4.89846 -2.55993 0.000
C 8.71453 5.95594 -1.68477 0.000
C 9.93820 6.15520 -0.98293 0.000
C 10.93143 5.15233 -1.06967 0.000
C 10.69560 4.06363 -1.92878 0.000
N 10.17554 7.30039 -0.09216 0.000
O 9.43243 8.24821 -0.14792 0.000
O 11.21227 7.32150 0.60934 0.000
H 9.15358 3.03499 -3.16526 0.000
H 7.53989 4.80172 -3.10408 0.000
H 8.03105 6.78872 -1.76046 0.000
H 11.91622 5.16837 -0.62658 0.000
H 11.49137 3.36101 -2.12750 0.000
C 5.66614 16.79148 -3.33758 0.000
C 5.84139 15.80663 -2.36519 0.000
C 6.80357 14.79185 -2.49951 0.002
C 7.63474 14.81696 -3.61383 0.002
C 7.54238 15.93394 -4.48693 0.002
C 6.54985 16.85781 -4.41056 -0.001
N 8.67962 13.77437 -3.71997 -0.005
O 8.58707 12.84812 -2.90866 -0.002
O 9.55420 13.81302 -4.63063 0.037
H 4.88134 17.53316 -3.35732 0.000
H 5.22999 15.83299 -1.47531 0.000
H 6.83748 14.03403 -1.73077 0.000
H 8.19845 15.97445 -5.34387 0.000
H 6.55919 17.71245 -5.07079 0.000
```

***

# 3
Formula: C6H15N
Source: the Open Molecules 2025 dataset
Level of theory: ωB97M-V/def2-TZVPD

The net charge is -1. The calculation puts the largest force on an atom at 1.1 eV/Å. As for the highest occupied orbital energy (alpha / beta): 1.547 / -4.866 eV. The multiplicity is 2. For the HOMO-LUMO gap (alpha / beta), the calculation gives 2.4 / 8.9 eV.

```
22
Properties=species:S:1:pos:R:3:mulliken_spin:R:1
C 0.01068 1.82473 0.02722 0.720
C 0.80190 3.08893 -0.28335 0.009
C 0.97254 0.65917 0.22222 0.359
N 0.44403 -0.53459 0.82165 -0.102
C -0.34672 -2.84663 0.70908 1.332
C -0.09157 -1.55762 -0.05866 -0.369
C -1.31867 -1.10089 -0.87731 1.599
H -0.49839 1.92822 0.98909 -0.094
H -0.74312 1.64266 -0.72433 -0.059
H 1.34404 3.39364 0.58413 -0.044
H 1.57357 2.85636 -1.02469 -0.010
H 0.22203 3.92786 -0.66267 -0.374
H 1.82799 1.01295 0.81695 0.275
H 1.48507 0.38016 -0.70378 -0.018
H -0.12296 -0.38791 1.64220 -0.242
H -0.82784 -3.52930 0.01080 -0.386
H 0.57710 -3.27748 1.08786 -0.006
H -1.14604 -2.69056 1.43032 -0.303
H 0.70568 -1.73290 -0.79305 -0.439
H -1.91757 -1.96607 -1.16748 -1.140
H -1.93788 -0.46507 -0.24553 0.149
H -1.01387 -0.62566 -1.80065 0.143
```

***

# 4
Formula: C20H25AuN3O3S2
Source: the Open Molecules 2025 dataset
Level of theory: ωB97M-V/def2-TZVPD

The net charge is +1. The calculation puts the largest force on an atom at 2.9 eV/Å. As for the highest occupied orbital energy: -10.459 eV. For the HOMO-LUMO gap, the calculation gives 8.1 eV.

```
54
Properties=species:S:1:pos:R:3:mulliken_charge:R:1
C -0.97647 -1.86359 -3.83331 -1.263
C -0.99446 -0.97419 -5.03741 0.779
H -0.98375 -2.92263 -4.06960 0.541
H -1.85872 -1.74251 -3.25713 0.359
C -0.90805 0.36064 -4.92982 0.780
C -0.42096 0.91577 -3.58446 -0.944
H -1.16495 0.85282 -2.76927 0.350
H -0.21439 2.00722 -3.70301 0.327
C -1.25445 -1.68773 -6.28727 -1.695
H -1.01208 -2.74486 -6.16610 0.435
H -0.63978 -1.25970 -7.08157 0.369
H -2.31850 -1.58508 -6.54727 0.272
C -1.46334 1.23925 -6.00452 -1.724
H -2.49189 0.98739 -6.30987 0.342
H -0.89153 1.19813 -6.93684 0.334
H -1.51651 2.29363 -5.73290 0.395
Au -0.02731 0.05014 2.75696 0.489
O -0.30725 -0.32660 -0.51563 -0.495
C 0.50014 0.19866 -1.26901 -0.416
O 0.60769 1.48204 1.39707 -0.627
C 1.56106 1.48568 0.59434 0.409
O 2.60768 2.26566 0.80741 -0.346
N 1.63185 0.88468 -0.66624 0.328
C 3.52347 2.18586 -0.33648 -0.410
C 2.85475 1.33495 -1.36757 -0.367
H 4.47018 1.78341 0.02590 0.275
H 3.69383 3.20954 -0.66493 0.296
H 3.47403 0.46887 -1.61922 0.301
H 2.56053 1.92830 -2.23742 0.313
C 0.50026 0.02193 -2.81667 1.100
C 0.23848 -1.51844 -3.02621 -1.166
H 1.47768 0.21125 -3.22781 0.555
H 0.17320 -2.17933 -2.16227 0.427
H 1.21741 -1.82423 -3.38823 0.295
C 1.05054 3.16711 5.52983 -0.954
C 0.24320 2.02764 6.02960 0.417
N -0.07123 0.99483 5.31465 -0.200
C -0.79160 0.04769 6.02644 0.054
C -1.03179 0.39770 7.36161 -0.501
S -0.36025 1.93562 7.72488 -0.128
C -1.17208 -1.16579 5.34882 0.164
C -1.83461 -2.26032 5.86292 -0.325
S -1.99117 -3.52471 4.67567 -0.152
C -1.19001 -2.56161 3.50996 0.801
N -0.84393 -1.36209 3.98285 -0.285
C -0.94570 -2.97811 2.11787 -0.769
H 1.35116 3.79633 6.37126 0.397
H 1.93948 2.79119 5.00984 0.267
H 0.45517 3.76415 4.82951 0.261
H -1.56908 -0.23430 8.06577 0.352
H -2.20963 -2.31163 6.88062 0.378
H -0.34247 -3.89269 2.11639 0.334
H -1.90441 -3.19131 1.63115 0.333
H -0.42947 -2.17660 1.57668 -0.065
```